This record from OMol25 describes C27H37Cl5PtSbSi3Te as an isolated structure. The level of theory is ωB97M-V/def2-TZVPD.

```
75
Properties=species:S:1:pos:R:3
Pt 0.439 0.048 0.510
Cl 0.941 0.482 3.548
C -0.033 -0.925 3.231
C -0.371 -1.173 1.915
C -1.133 -2.309 1.648
Cl -1.580 -2.734 0.024
C -1.539 -3.167 2.672
Cl -2.482 -4.556 2.321
C -1.172 -2.892 3.989
Cl -1.657 -3.941 5.255
C -0.411 -1.762 4.273
Cl 0.057 -1.404 5.881
Te 1.613 -1.640 -1.168
C 3.635 -1.038 -1.334
C 4.233 -0.271 -0.339
C 5.596 -0.010 -0.399
C 6.355 -0.508 -1.452
C 5.751 -1.249 -2.459
C 4.387 -1.517 -2.404
C 2.039 -3.170 0.235
C 2.409 -2.851 1.540
C 2.738 -3.869 2.426
C 2.709 -5.195 2.007
C 2.336 -5.507 0.707
C 1.998 -4.494 -0.186
H 3.641 0.129 0.476
H 6.066 0.585 0.377
H 7.422 -0.322 -1.488
H 6.337 -1.623 -3.289
H 3.917 -2.092 -3.191
H 2.439 -1.819 1.868
H 3.017 -3.623 3.445
H 2.985 -5.987 2.695
H 2.306 -6.541 0.381
H 1.706 -4.742 -1.200
C -4.508 -0.268 0.454
Si -3.860 0.424 -1.133
C -4.746 1.951 -1.700
C -3.639 -0.836 -2.472
Sb -1.513 1.376 -0.590
Si -1.559 3.056 1.414
C -2.343 2.117 2.802
C 0.248 3.404 1.718
C -2.527 4.554 0.907
Si -0.227 2.351 -2.615
C -1.161 3.801 -3.288
C -0.097 0.978 -3.856
C 1.444 2.773 -1.911
H -5.463 -0.781 0.292
H -4.669 0.527 1.189
H -3.804 -0.988 0.875
H -5.785 1.732 -1.980
H -4.246 2.388 -2.572
H -4.761 2.705 -0.904
H -4.595 -1.313 -2.715
H -2.944 -1.616 -2.156
H -3.248 -0.374 -3.385
H -1.835 1.159 2.951
H -3.401 1.920 2.603
H -2.275 2.689 3.735
H 0.837 2.513 1.532
H 0.426 3.693 2.759
H 0.624 4.201 1.070
H -3.590 4.307 0.830
H -2.193 4.945 -0.058
H -2.423 5.354 1.652
H -2.078 3.472 -3.787
H -0.548 4.333 -4.026
H -1.435 4.509 -2.501
H -1.086 0.655 -4.199
H 0.408 0.110 -3.431
H 0.477 1.304 -4.732
H 1.432 3.735 -1.388
H 2.203 2.823 -2.698
H 1.763 2.006 -1.197
```

HOMO energy (alpha / beta): -9.97 / -9.99 eV
LUMO level (alpha / beta): -0.16175 / -0.16247 Ha
total charge: +1
Kohn-Sham gap (alpha / beta): 5.571 / 5.569 eV

List of Mulliken charges in e, atom by atom: 0.611, -0.134, 0.717, -0.913, 0.603, -0.164, -0.007, -0.171, 0.329, -0.166, 0.038, -0.165, 0.363, 0.527, -0.046, -0.738, -0.438, -0.574, -0.566, 0.508, -0.172, -0.607, -0.576, -0.618, -0.556, 0.266, 0.398, 0.395, 0.400, 0.381, 0.250, 0.446, 0.410, 0.417, 0.418, -0.704, 0.532, -0.976, -0.797, -1.269, 0.584, -0.525, -0.692, -1.077, 0.453, -1.034, -0.683, -0.687, 0.410, 0.275, 0.085, 0.402, 0.237, 0.213, 0.398, 0.132, 0.280, -0.042, 0.298, 0.418, 0.006, 0.367, 0.292, 0.297, 0.237, 0.397, 0.304, 0.392, 0.246, 0.272, 0.040, 0.391, 0.297, 0.377, -0.011

---

This record from OMol25 describes a 2-piece molecular cluster, C3H2Cl3NO overall. The level of theory is ωB97M-V/def2-TZVPD.

```
10
Properties=species:S:1:pos:R:3
Cl -3.691 -1.058 -0.760
C -2.130 -0.512 -0.048
Cl -2.338 0.785 1.042
Cl -1.408 -1.921 0.685
H -1.449 -0.159 -0.766
N 3.187 -2.021 0.875
C 2.547 -1.138 0.461
C 1.877 0.040 -0.066
O 1.541 0.271 -1.194
H 1.748 0.660 0.710
```

HOMO energy: -11.27 eV
LUMO level: -0.04048 Ha
total charge: 0
Kohn-Sham gap: 10.165 eV
energy relative to the best compared isomer or geometry (same formula, charge and spin): 14.8 kcal/mol
SMILES: ClC(Cl)Cl.N#CC=O

List of Mulliken charges in e, atom by atom: -0.141, 0.150, -0.111, -0.130, 0.226, -0.299, 0.237, 0.094, -0.405, 0.378

---

> Which of these has the lowest total charge?

C3H2Cl3NO